(1)
Density functional theory data (ωB97M-V with the def2-TZVPD basis set) for 2 unconnected molecules or ions with the total composition CH6BN in a non-equilibrium geometry.

```
! wB97M-V def2-TZVPD RIJCOSX def2/J DEFGRID3
* xyz 0 1
B 1.373 -0.257 0.217
C -1.168 -0.082 0.039
N 0.195 0.414 -0.041
H 2.666 0.711 0.078
H 1.380 -1.348 0.205
H -1.305 -1.010 -0.630
H -1.440 -0.290 1.077
H -1.822 0.496 -0.578
H 0.120 1.366 -0.367
*
```

## Properties
Kohn-Sham gap = 10.8 eV
Lowest unoccupied orbital energy = 0.0295 Ha
Relative energy (zero: lowest compared OMol25 entry of this formula, charge and spin) = 248.88 kJ/mol
Electronic energy = -121.2496 hartree
Maximum force = 0.120 Eh/bohr
HOMO = -10.04 eV

***

(2)
Density functional theory data (ωB97M-V with the def2-TZVPD basis set) for a single C6H9N3 molecule in a non-equilibrium geometry.

```
! wB97M-V def2-TZVPD RIJCOSX def2/J DEFGRID3
* xyz 0 1
C -1.320 -1.116 0.137
C -0.305 -1.866 0.439
C -0.850 0.237 0.747
C 0.542 0.366 0.117
C -2.397 -1.204 -0.887
C 2.873 0.099 -0.580
N 0.698 -2.137 1.103
N 1.924 -1.532 0.747
N 1.671 -0.381 0.085
H -1.295 1.181 0.295
H -0.844 0.169 1.810
H 0.588 1.060 -0.694
H -3.232 -0.567 -0.634
H -2.935 -2.211 -0.758
H -1.795 -0.956 -1.836
H 3.322 0.675 0.210
H 3.456 -0.794 -0.740
H 2.602 0.603 -1.500
*
```

## Properties
Kohn-Sham gap (alpha / beta) = 7.8 / 7.8 eV
Lowest unoccupied orbital energy (alpha / beta) = 0.0244 / 0.0243 Ha
Relative energy (zero: lowest compared OMol25 entry of this formula, charge and spin) = 541.25 kJ/mol
Electronic energy = -398.0693 hartree
Maximum force = 0.061 Eh/bohr
HOMO (alpha / beta) = -7.15 / -7.15 eV

***

(3)
Density functional theory data (ωB97M-V with the def2-TZVPD basis set) for 3 unconnected molecules or ions with the total composition C12H28NO13PS3Si in a non-equilibrium geometry.

```
! wB97M-V def2-TZVPD RIJCOSX def2/J DEFGRID3
* xyz 0 1
C 4.520 -0.784 2.393
Si 2.818 -0.222 3.009
C 1.892 -1.777 3.552
C 3.080 0.829 4.546
C 1.955 0.724 1.535
N 1.760 2.112 2.038
C 2.680 2.897 1.861
O 3.636 3.544 1.787
O 2.751 0.856 0.329
S 1.821 1.279 -0.928
O 1.820 2.698 -1.008
O 2.150 0.574 -2.104
O 0.422 0.855 -0.266
C 0.642 0.151 0.977
O 0.694 -1.182 0.646
P -0.823 0.541 2.084
O -2.065 -0.020 1.530
H 4.839 -0.082 1.621
H 5.237 -0.809 3.208
H 4.408 -1.764 1.928
H 1.303 -2.249 2.768
H 1.298 -1.573 4.442
H 2.662 -2.496 3.841
H 2.291 0.600 5.267
H 4.018 0.525 5.009
H 3.057 1.906 4.394
H 1.590 -1.454 0.402
H -0.431 -0.006 3.325
H -0.806 1.941 2.181
C -1.217 -2.575 -2.301
C -2.341 -3.560 -2.535
O -1.857 -4.911 -2.707
S -1.407 -5.711 -1.409
C -1.323 -7.303 -2.154
O -2.472 -5.682 -0.456
O -0.088 -5.300 -1.037
H -0.735 -2.751 -1.340
H -1.599 -1.554 -2.304
H -0.453 -2.671 -3.073
H -3.075 -3.527 -1.729
H -2.865 -3.318 -3.458
H -2.320 -7.596 -2.470
H -0.944 -7.991 -1.401
H -0.641 -7.258 -2.999
C -0.213 4.673 -2.377
C -1.196 3.529 -2.503
O -2.327 3.665 -1.615
S -3.474 4.690 -2.014
C -4.673 4.133 -0.852
O -3.916 4.392 -3.342
O -3.065 6.015 -1.665
H -0.643 5.607 -2.738
H 0.682 4.462 -2.961
H 0.070 4.822 -1.337
H -1.545 3.412 -3.530
H -0.716 2.596 -2.216
H -4.953 3.113 -1.097
H -5.532 4.795 -0.934
H -4.247 4.193 0.146
*
```

## Properties
SMILES string = C[Si](C)(C)[C@@]1(N=C=O)OS(=O)(=O)O[C@]1(O)[PH2]=O.CCOS(C)(=O)=O.CCOS(C)(=O)=O
Kohn-Sham gap = 10.8 eV
Lowest unoccupied orbital energy = 0.0048 Ha
Electronic energy = -3332.2979 hartree
Maximum force = 0.036 Eh/bohr
HOMO = -10.63 eV

***

(4)
Density functional theory data (ωB97M-V with the def2-TZVPD basis set) for a single C4H5NO molecule.

```
! wB97M-V def2-TZVPD RIJCOSX def2/J DEFGRID3
* xyz 0 1
O 1.680 0.205 -1.269
C 1.445 1.021 -0.402
N 0.561 0.819 0.615
C -0.291 -0.348 0.618
C -2.547 0.344 0.322
C -1.528 -0.192 -0.281
H 1.946 2.004 -0.338
H 0.265 1.622 1.151
H 0.291 -1.192 0.244
H -0.586 -0.567 1.645
H -1.482 -0.498 -1.324
*
```

## Properties
Kohn-Sham gap = 9.7 eV
Lowest unoccupied orbital energy = -0.0206 Ha
Relative energy (zero: lowest compared OMol25 entry of this formula, charge and spin) = 354.09 kJ/mol
Electronic energy = -285.2797 hartree
Maximum force = 0.015 Eh/bohr
HOMO = -10.28 eV